No. 1
{"formula": "C3H5BrS", "method": "ωB97M-V with the def2-TZVPD basis set", "smiles": "C/C(S)=C/Br", "e_above_lowest_kcal_mol": 47.0, "gap_ev": 9.158, "charge": 0, "homo_energy_ev": -9.21, "symbols": ["H", "H", "C", "Br", "H", "C", "H", "H", "S", "C"], "xyz": [[-0.364, -0.994, -0.760], [0.224, 1.957, 1.674], [-0.526, -0.283, 0.074], [1.681, 3.494, 0.383], [0.262, 0.148, -2.684], [0.458, 0.839, -0.251], [-1.629, 0.030, -0.128], [-0.239, -0.812, 0.962], [1.372, 0.459, -2.191], [0.666, 1.850, 0.672]]}



No. 2
{"formula": "C22H27N3O4S", "method": "ωB97M-V with the def2-TZVPD basis set", "smiles": "COc1cccc(NC(=O)COc2ccc(C(=S)N3CCN(C)CC3)cc2OC)c1", "e_above_lowest_kcal_mol": 57.6, "gap_ev": 8.381, "charge": 0, "homo_energy_ev": -7.83, "symbols": ["H", "H", "N", "C", "O", "H", "H", "C", "C", "H", "C", "H", "H", "S", "O", "H", "H", "C", "C", "H", "H", "H", "O", "H", "C", "C", "H", "H", "H", "C", "C", "C", "H", "H", "C", "C", "N", "C", "C", "N", "C", "O", "H", "C", "H", "H", "H", "C", "C", "C", "C", "H", "C", "H", "H", "H", "H"], "xyz": [[2.700, -4.265, -2.737], [2.878, -4.368, -0.399], [-0.022, -2.871, 0.488], [-2.866, 2.544, -0.372], [1.255, 1.116, -3.180], [-0.981, 1.681, -2.170], [1.880, -2.903, -3.510], [-0.385, 2.708, -0.383], [0.864, -4.001, 0.313], [-4.216, -0.076, 0.825], [-2.455, -1.210, 1.223], [-0.703, -2.800, -1.471], [3.072, 1.825, -3.893], [0.275, -3.046, 3.105], [-3.492, 2.248, 1.957], [3.139, 0.250, -3.048], [-1.680, 3.284, 1.080], [-1.542, 1.039, 2.592], [-0.218, -2.139, -0.744], [0.997, -4.496, 1.276], [0.520, 3.696, 1.296], [-4.283, 3.698, 0.808], [-3.078, 2.131, -1.489], [0.400, -4.699, -0.391], [-0.159, 2.032, -1.570], [2.541, 0.887, -3.708], [2.820, 3.280, 0.519], [-2.819, -2.089, 0.712], [1.003, -1.164, -2.234], [1.150, -1.676, -1.283], [1.982, 2.930, -0.066], [0.009, 2.195, 3.971], [0.899, 2.030, 3.355], [-0.851, -1.268, -0.583], [1.877, -3.558, -2.639], [-2.793, 1.057, 1.944], [-1.666, 2.932, 0.127], [-0.763, -0.103, 2.524], [0.697, 3.163, 0.374], [2.099, -2.754, -1.457], [2.221, 2.248, -1.249], [-1.164, 2.203, 3.191], [0.064, 3.181, 4.430], [-1.193, -1.214, 1.805], [-4.837, 2.070, 0.360], [1.578, -0.966, -0.567], [-0.037, 1.433, 4.754], [-0.302, -2.381, 1.704], [2.219, -3.515, -0.230], [-3.973, 2.656, 0.690], [-3.247, -0.079, 1.297], [0.935, -4.123, -2.636], [1.146, 1.800, -2.006], [0.208, -0.144, 2.992], [3.238, 2.077, -1.563], [2.381, 0.374, -4.655], [2.678, -2.865, 0.521]]}



No. 3
{"formula": "C16H25F6NO8P", "method": "ωB97M-V with the def2-TZVPD basis set", "gap_ev": 9.424, "charge": -1, "homo_energy_ev": -7.28, "symbols": ["H", "H", "H", "C", "H", "C", "O", "P", "C", "C", "H", "F", "H", "H", "C", "N", "F", "C", "C", "F", "H", "C", "H", "H", "H", "H", "H", "H", "C", "O", "O", "O", "O", "H", "H", "C", "F", "H", "H", "O", "C", "O", "F", "C", "H", "H", "C", "H", "H", "H", "C", "H", "F", "O", "C", "C", "H"], "xyz": [[3.366, -1.222, -0.235], [-4.198, 0.539, 0.429], [-0.912, -0.724, -1.882], [1.500, -1.523, -1.880], [4.317, 0.700, 1.504], [0.984, 3.854, -0.826], [-2.349, 3.605, 1.692], [-1.865, -4.417, 0.729], [0.916, 0.396, -3.510], [1.287, -1.758, -0.361], [1.729, 2.142, 0.233], [-0.448, -4.513, 1.574], [2.517, -1.644, -2.242], [0.469, 4.711, -0.410], [2.470, -1.099, 0.368], [-0.282, -0.119, -1.354], [-2.476, -3.781, 2.126], [-4.867, -0.220, 2.326], [1.122, 1.895, -3.572], [-2.202, -5.872, 1.442], [-2.202, -0.068, 2.674], [-3.906, 0.577, 1.482], [2.133, 2.152, -3.262], [5.241, 0.023, 2.840], [2.264, -0.037, 0.473], [1.691, 0.549, -1.588], [-5.884, 0.155, 2.209], [0.847, -2.247, -2.364], [0.488, 3.735, -2.234], [0.319, 4.718, -2.951], [-3.890, 1.968, 1.878], [0.185, 2.477, -2.677], [-0.601, -0.678, 0.858], [2.038, 4.109, -0.816], [-4.844, -1.269, 2.034], [0.037, -0.849, -0.146], [-2.487, -2.990, 0.148], [1.150, -2.790, -0.077], [0.953, 2.227, -4.592], [-1.797, 1.452, 1.340], [0.767, 2.625, 0.083], [2.637, -1.649, 1.683], [-2.787, -5.108, -0.459], [0.979, -0.116, -2.080], [0.437, 2.954, 1.057], [5.087, -0.844, 1.277], [-2.452, 0.207, 1.648], [-2.112, -0.575, 0.978], [-0.050, 0.167, -3.949], [0.040, 1.935, -0.312], [4.595, -0.218, 2.013], [1.734, -0.052, -4.069], [-0.758, -4.224, -0.511], [2.982, -0.716, 3.696], [3.338, -0.861, 2.541], [-2.646, 2.451, 1.642], [-4.606, -0.141, 3.382]]}